Below is a cluster of 2 separate species, C2H2N4O3 in total, with properties calculated with ωB97M-V/def2-TZVPD.

XYZ file:
```
11
C2H2N4O3 ωB97M-V/def2-TZVPD
C 0.47842 1.10447 -0.47423
C 0.09848 -1.70004 1.11944
N 1.55322 1.13209 0.04542
N 1.08525 -2.19469 1.41419
N -0.34057 1.37668 -1.56792
N -1.21320 -1.26451 0.94489
O -1.78902 -1.15729 1.98946
O -1.68652 -0.96069 -0.10010
O 2.29780 0.97243 0.96760
H -0.19359 2.15539 -2.13786
H -0.29027 0.53616 -2.20088
```

Properties
spin multiplicity = 1
F_max = 3.8 eV Å⁻¹
energy above the lowest of the compared OMol25 structures with the same formula, charge and spin = 631.59 kJ/mol
HOMO-LUMO gap = 7.8182 eV
electronic energy = -521.8667 a.u.
LUMO level = -1.5 eV
E_HOMO = -0.34275 Eh

natural (NBO) atomic charge list, values in e, 4 entries:
1 C 0.28
2 C 0.30
3 N 0.15
4 N -0.18


Below is a structure of composition C3H4O2S, with properties calculated with ωB97M-V/def2-TZVPD.

XYZ file:
```
10
C3H4O2S ωB97M-V/def2-TZVPD
C 0.35994 -0.21998 0.49294
C -0.29961 1.06002 -0.01403
C -0.96920 -0.87344 -0.00688
H 1.68686 -0.68827 -1.41262
H 0.52363 -0.31504 1.56917
H 0.12668 1.51179 -0.91950
H -0.47966 1.80664 0.76753
O -1.50691 0.33347 -0.32337
O -1.47311 -1.94883 -0.04115
S 2.03139 -0.66637 -0.11208
```

Properties
spin multiplicity = 1
F_max = 1.1 eV Å⁻¹
energy above the lowest of the compared OMol25 structures with the same formula, charge and spin = 76.61 kJ/mol
HOMO-LUMO gap = 10.3795 eV
electronic energy = -665.3565 a.u.
LUMO level = 0.6 eV
E_HOMO = -0.35900 Eh

natural (NBO) atomic charge list, values in e, 4 entries:
1 C -0.47
2 C -0.08
3 C 0.79
4 H 0.12


Below is the molecule C12H18N2, with properties calculated with ωB97M-V/def2-TZVPD.

XYZ file:
```
32
C12H18N2 ωB97M-V/def2-TZVPD
C 1.53720 -2.92933 -3.53232
C 1.66311 -3.15579 -2.07376
C 1.14076 -1.99889 -1.26897
C 0.13574 -2.10721 -0.32905
C -0.48285 -0.92769 0.19087
C 0.07042 0.33382 -0.11417
C 1.14590 0.23613 -0.87630
C -0.40622 1.58624 0.65081
C -1.69090 2.13662 -0.05925
C -2.50491 2.55060 1.34108
C -1.76248 2.21706 2.59684
C 0.48687 1.24705 2.76633
H 0.46016 -2.54968 -4.20102
H 1.72255 -3.97942 -4.01169
H 2.10521 -2.11601 -3.89543
H 0.94633 -4.03586 -1.90511
H 2.64793 -3.63994 -1.90673
H -0.36540 -3.10626 -0.17459
H -1.12359 -0.99382 1.02418
H 1.92927 1.00024 -1.01718
H 0.52606 2.27616 0.44001
H -2.08114 1.18731 -0.46042
H -1.54532 2.97558 -0.76978
H -3.00231 3.70533 1.28900
H -3.41205 1.87457 1.18493
H -2.39787 1.85673 3.44241
H -1.42887 3.24160 3.08929
H 0.30481 1.10087 3.98641
H 0.94322 0.24815 2.44946
H 1.36113 2.05094 2.49709
N 1.67035 -0.83873 -1.52808
N -0.75406 1.37755 1.98329
```

Properties
spin multiplicity = 1
F_max = 6.2 eV Å⁻¹
energy above the lowest of the compared OMol25 structures with the same formula, charge and spin = 395.31 kJ/mol
HOMO-LUMO gap = 9.7543 eV
electronic energy = -577.3987 a.u.
LUMO level = 0.9 eV
E_HOMO = -0.32526 Eh

natural (NBO) atomic charge list, values in e, 4 entries:
1 C -0.58
2 C -0.45
3 C 0.20
4 C -0.25


Below is the molecule C8H5NOS, with properties calculated with ωB97M-V/def2-TZVPD.

XYZ file:
```
16
C8H5NOS ωB97M-V/def2-TZVPD
C -2.12944 -1.86657 -2.05470
C 0.46218 0.15701 1.83967
C 1.33263 1.15396 2.13197
C 0.87896 1.00641 -0.29745
C 0.21860 0.03337 0.40644
C -0.55729 -0.89132 -0.27991
C -0.65210 -0.18419 -3.04482
C -1.02529 -1.00451 -1.92004
N -2.96598 -2.62449 -2.17375
O 0.18671 0.67684 -3.00981
S 1.91120 1.95656 0.70070
H 0.00326 -0.52179 2.48765
H 1.66014 1.31208 3.11083
H 0.95033 1.33716 -1.33265
H -0.99046 -1.60178 0.30779
H -1.06548 -0.32703 -4.03787
```

Properties
spin multiplicity = 1
F_max = 7.3 eV Å⁻¹
energy above the lowest of the compared OMol25 structures with the same formula, charge and spin = 215.73 kJ/mol
HOMO-LUMO gap (spin up / spin down) = 6.7378 / 6.7347 eV
electronic energy = -835.9025 a.u.
LUMO level (spin up / spin down) = -1.9 / -1.9 eV
E_HOMO (spin up / spin down) = -0.31598 / -0.31591 Eh

natural (NBO) atomic charge list, values in e, 4 entries:
1 C 0.23
2 C -0.20
3 C -0.39
4 C -0.26


Below is a cluster of 20 separate species, C54H101N11O9S9 in total, with properties calculated with ωB97M-V/def2-TZVPD.

XYZ file:
```
184
C54H101N11O9S9 ωB97M-V/def2-TZVPD
C 0.57912 0.57243 7.83920
S 2.16588 0.96826 6.95292
O 3.06377 1.74128 7.84115
C 1.28286 2.02987 5.68256
H 0.94037 -0.15960 8.56151
H -0.30040 0.25563 7.27867
H 0.31366 1.46178 8.41077
H 1.87141 2.15990 4.77438
H 1.03669 3.01389 6.08158
H 0.33411 1.54894 5.44447
C 2.47645 -2.45727 -6.41582
S 1.98302 -1.61352 -4.82670
O 2.70112 -2.47460 -3.78546
C 3.15030 -0.20154 -5.01505
H 3.46962 -2.90591 -6.39463
H 2.53031 -1.70401 -7.20183
H 1.79225 -3.24864 -6.72194
H 4.18411 -0.54518 -5.05047
H 3.00246 0.40793 -4.12354
H 2.90029 0.48461 -5.82424
C -3.53142 -6.37972 -2.31424
S -2.39481 -4.96220 -2.38192
O -2.55933 -4.32938 -1.00875
C -0.80789 -5.92097 -2.20228
H -3.09191 -7.06801 -1.59231
H -3.55224 -6.89853 -3.27263
H -4.57452 -6.20033 -2.05373
H -0.81155 -6.99265 -2.00330
H -0.25724 -5.39027 -1.42559
H -0.24468 -5.70921 -3.11115
C -0.33736 -5.90172 1.88231
S -1.97304 -6.44922 1.26131
O -1.79559 -7.89633 0.88415
C -2.91973 -6.46738 2.83166
H -0.43248 -5.29622 2.78364
H 0.21075 -5.21393 1.23840
H 0.28610 -6.78348 2.03032
H -2.53522 -7.21981 3.52022
H -3.94717 -6.78282 2.65017
H -2.72030 -5.52011 3.33268
C -6.86641 -3.34988 -2.01399
S -5.86322 -3.08571 -3.56495
O -6.82518 -2.43790 -4.57862
C -4.75624 -1.76343 -3.02319
H -7.76889 -3.86807 -2.33820
H -7.04831 -2.38485 -1.54100
H -6.25065 -3.99327 -1.38550
H -5.27257 -0.97634 -2.47366
H -4.27176 -1.33257 -3.89938
H -4.05208 -2.03219 -2.23577
C -0.52421 1.65876 -4.48720
S 0.57583 2.90287 -5.32610
O 1.88523 2.90181 -4.61769
C -0.47511 4.32606 -4.78420
H -1.51563 1.70179 -4.93812
H -0.61699 1.94988 -3.44090
H -0.21564 0.61334 -4.48675
H -1.52623 4.07049 -4.91808
H -0.24540 5.17986 -5.42167
H -0.17649 4.36179 -3.73651
C -1.41848 -2.46334 5.73379
S -1.33776 -2.27919 3.88870
O -2.44256 -1.29693 3.56391
C 0.27953 -1.38108 3.91429
H -1.42034 -1.44807 6.13043
H -0.63103 -3.01639 6.24581
H -2.35466 -2.98590 5.93024
H -0.00896 -0.44761 4.39753
H 0.64622 -1.18310 2.90710
H 1.04250 -1.94149 4.45459
C 4.51048 -4.44087 -0.85208
S 2.87626 -4.58165 0.00004
O 3.06350 -3.98878 1.39096
C 1.83119 -3.40274 -1.01460
H 4.91616 -3.43169 -0.78083
H 4.39958 -4.71972 -1.89995
H 5.21484 -5.09433 -0.33731
H 2.47791 -2.55192 -1.22896
H 0.99556 -3.25401 -0.33072
H 1.46264 -3.87948 -1.92289
C 5.98823 1.43828 -2.54532
S 5.97049 0.51570 -0.98281
O 4.56152 0.61321 -0.42262
C 6.34949 -1.11442 -1.59830
H 5.58629 2.44753 -2.45618
H 5.34214 0.94040 -3.26836
H 6.96527 1.56332 -3.01207
H 6.71613 -1.82705 -0.85950
H 7.11849 -1.04887 -2.36801
H 5.52138 -1.65452 -2.05724
C -4.35151 1.97951 -1.20044
C -4.08705 1.52540 -2.57749
N -3.91021 1.15632 -3.64518
H -3.49960 2.17488 -0.54915
H -4.95982 1.19868 -0.74400
H -4.99373 2.85532 -1.29322
C -3.58301 -3.33463 1.53796
C -4.53571 -2.26145 1.14856
N -5.26698 -1.46890 0.80204
H -3.49147 -3.42011 2.62074
H -2.71152 -2.90871 1.04077
H -3.82815 -4.26547 1.02653
C 0.55141 7.47467 1.10257
C 0.12156 6.57221 2.20474
N -0.17354 5.94272 3.09475
H 1.01912 8.33407 1.58297
H -0.24981 7.87862 0.48373
H 1.24486 7.02045 0.39484
C -5.51679 0.64171 3.26496
C -5.98072 1.85994 2.61757
N -6.25171 2.82035 2.07185
H -5.27302 0.95494 4.28013
H -4.62850 0.23999 2.77747
H -6.25013 -0.16367 3.22427
N 0.26247 1.39213 -0.46354
C -0.65954 1.46097 0.51060
C -1.13584 0.20217 0.80381
C -0.45099 -0.63279 -0.04047
C 0.33310 0.10481 -0.89251
H 0.75005 2.20204 -0.81908
H -0.97064 2.40721 0.92803
H -1.90678 -0.06147 1.51272
H -0.68071 -1.68808 -0.03985
H 0.85523 -0.12860 -1.80864
N -2.38589 0.90416 5.16600
C -1.81444 1.66380 4.17301
C -1.58967 2.96209 4.70374
C -2.09394 3.04348 5.98814
C -2.48771 1.77965 6.23887
H -2.57053 -0.08230 5.05224
H -1.65728 1.22690 3.19791
H -1.14390 3.82134 4.22479
H -1.99957 3.94792 6.57079
H -2.76045 1.40774 7.21545
N 3.03502 2.91427 -0.40210
C 2.45753 3.11482 0.80433
C 1.56559 4.17159 0.69109
C 1.54275 4.60082 -0.67364
C 2.50130 3.77774 -1.29685
H 3.58375 2.08730 -0.58951
H 2.67716 2.51689 1.67648
H 0.97046 4.53227 1.51700
H 0.90401 5.35682 -1.10593
H 2.69587 3.55544 -2.33566
N -2.53361 -2.75077 -7.52867
C -3.01810 -2.15848 -6.38217
C -2.14775 -2.39776 -5.35834
C -1.04872 -3.03366 -5.94540
C -1.33307 -3.27509 -7.30493
H -2.97475 -2.84095 -8.43275
H -3.97563 -1.65897 -6.37893
H -2.24823 -1.97902 -4.36791
H -0.13055 -3.38681 -5.49969
H -0.78750 -3.77193 -8.09353
N -3.18095 5.85002 0.05830
C -2.69370 6.61546 -0.94496
C -1.93614 5.84871 -1.73224
C -1.81381 4.55980 -1.17414
C -2.63702 4.59715 -0.06474
H -3.90149 6.10494 0.71856
H -3.10954 7.60260 -1.08295
H -1.45002 6.14553 -2.64984
H -1.31182 3.75011 -1.68286
H -3.01115 3.87895 0.64984
N 3.63172 -2.12522 3.09781
C 3.80420 -0.74056 2.80619
C 4.24669 -0.10154 3.95726
C 4.42605 -1.02354 4.97327
C 3.95655 -2.25442 4.43743
H 3.21332 -2.84341 2.52399
H 3.65100 -0.43036 1.78310
H 4.23919 0.97629 4.02531
H 4.85501 -0.85441 5.94989
H 3.77923 -3.20427 4.91987
N 6.01513 6.42373 -0.87888
C 5.34031 5.29033 -0.45934
C 6.16694 4.38754 0.09641
C 7.42632 5.02501 0.09363
C 7.28703 6.30542 -0.40150
H 5.56261 7.24086 -1.26307
H 4.27884 5.25081 -0.65458
H 5.93779 3.41726 0.51165
H 8.32400 4.59928 0.51710
H 7.98145 7.11374 -0.57705
```

Properties
spin multiplicity = 1
F_max = 4.2 eV Å⁻¹
HOMO-LUMO gap = 7.4442 eV
electronic energy = -6980.8845 a.u.
LUMO level = 0.1 eV
E_HOMO = -0.27114 Eh

Löwdin atomic charge list, values in e, 4 entries:
1 C -0.25
2 S 0.81
3 O -0.55
4 C -0.23


Below is the molecule C2H4N2O2, with properties calculated with ωB97M-V/def2-TZVPD.

XYZ file:
```
10
C2H4N2O2 ωB97M-V/def2-TZVPD
C -0.25330 -0.39207 0.46195
C 0.71400 -1.18722 -0.30117
H -1.72111 2.07733 1.12288
H -0.33915 -0.66048 1.53664
H 0.96913 -2.22590 -0.02607
H 0.40119 0.82708 -1.32043
N -0.73969 0.76826 0.32743
N 1.40387 -0.77746 -1.31524
O -1.45023 1.16006 1.41216
O 1.01530 0.41041 -1.89815
```

Properties
spin multiplicity = 1
F_max = 3.2 eV Å⁻¹
energy above the lowest of the compared OMol25 structures with the same formula, charge and spin = 521.33 kJ/mol
HOMO-LUMO gap = 9.8503 eV
electronic energy = -338.4546 a.u.
LUMO level = 0.1 eV
E_HOMO = -0.35985 Eh

natural (NBO) atomic charge list, values in e, 4 entries:
1 C -0.05
2 C -0.08
3 H 0.49
4 H 0.19